C26H62AgClN6O10 | ωB97M-V/def2-TZVPD

Geometry (Å):
Ag 0.1318 0.3919 0.5718
Cl -1.8975 -1.4287 1.4999
C -1.0448 2.4973 -5.6312
O 0.0553 2.5246 -4.7358
C 0.0839 1.8127 -3.5076
C 1.3553 1.9875 -2.6948
O 1.1679 1.6467 -1.3463
C 2.2848 1.9696 -0.4714
H -0.8735 3.1516 -6.4860
H -1.9305 2.7612 -5.0534
H -1.2238 1.5291 -6.0989
H -0.1612 0.7563 -3.6178
H -0.7603 2.2810 -3.0015
H 1.6113 3.0418 -2.7996
H 2.1201 1.4538 -3.2590
H 3.1830 1.3726 -0.6291
H 2.0167 1.8263 0.5754
H 2.6010 3.0081 -0.5694
C -3.8435 -0.2442 -2.1751
O -5.1746 0.0589 -2.3566
C -5.9742 -1.0803 -2.1128
C -7.4704 -0.6782 -2.3375
O -8.2832 -1.7886 -2.6108
C -9.6924 -1.4919 -2.6229
H -3.5287 -0.4097 -1.1447
H -3.2960 0.6426 -2.4943
H -3.5580 -1.1908 -2.6338
H -6.0624 -1.3032 -1.0495
H -5.6190 -1.9306 -2.6950
H -7.4300 -0.1692 -3.3005
H -7.9097 0.0146 -1.6197
H -10.0864 -0.8821 -3.4360
H -10.0171 -1.0857 -1.6650
H -10.1899 -2.4615 -2.6471
C 4.3281 5.9915 4.7480
C 3.6808 5.0604 3.7485
O 4.2716 4.7065 2.7457
N 2.2896 4.9095 3.8823
C 1.4191 4.2503 2.9474
H 5.3653 6.1116 4.4353
H 4.3290 5.4806 5.7108
H 3.7355 6.9056 4.7866
H 1.7957 5.3816 4.6262
H 2.0407 3.6582 2.2757
H 0.7010 4.8680 2.4083
H 0.8413 3.4689 3.4409
C 3.9099 -6.3048 0.9315
C 3.1429 -6.4729 2.2223
O 3.6478 -7.2161 3.0979
N 1.9917 -5.8736 2.5510
C 1.0669 -5.0603 1.8046
H 3.3234 -6.3801 0.0159
H 4.7510 -6.9943 1.0035
H 4.3118 -5.2948 0.8501
H 1.5333 -6.2106 3.3855
H 1.3402 -4.0158 1.9536
H 0.0289 -5.0474 2.1369
H 1.0934 -5.2148 0.7259
C -2.9206 2.3224 0.5513
C -1.5935 3.0272 0.4865
O -0.6066 2.6443 1.1217
N -1.4224 3.8788 -0.6066
C -0.2671 4.7879 -0.7631
H -3.2062 2.0031 1.5536
H -2.8529 1.3746 0.0173
H -3.7553 2.8896 0.1394
H -2.1818 3.8785 -1.2724
H -0.2411 5.6039 -1.4853
H 0.6115 4.2050 -1.0395
H 0.0734 5.2434 0.1667
C 3.5996 -1.9978 1.1518
C 3.0648 -1.6077 -0.1715
O 1.9570 -1.1770 -0.3382
N 3.8938 -1.7138 -1.1782
C 3.5985 -1.4993 -2.6086
H 3.9580 -3.0265 1.1135
H 2.8182 -1.9757 1.9114
H 4.4514 -1.3907 1.4582
H 4.8211 -2.0500 -0.9611
H 3.1429 -0.5207 -2.7602
H 2.9360 -2.2808 -2.9805
H 4.4871 -1.3990 -3.2318
C -0.7192 -1.9128 -2.7299
C -1.3018 -3.3405 -2.5649
O -1.3790 -4.0471 -3.5857
N -1.8300 -3.7123 -1.3837
C -2.4593 -5.0431 -1.1636
H -0.9041 -1.2332 -1.8980
H -1.2775 -1.3972 -3.5112
H 0.3369 -2.0450 -2.9652
H -1.7168 -3.1043 -0.5853
H -1.8209 -5.9219 -1.2547
H -3.2472 -5.1440 -1.9100
H -2.9439 -5.1711 -0.1957
C 0.6557 1.0399 5.0195
C 1.7848 0.7655 4.0132
O 1.4865 0.3011 2.9225
N 3.0264 1.0892 4.4200
C 4.2729 0.8858 3.6040
H 0.2874 0.0830 5.3893
H -0.2188 1.5072 4.5667
H 0.9644 1.6827 5.8439
H 3.0680 1.7239 5.2045
H 4.2153 0.5681 2.5629
H 4.9038 0.1609 4.1184
H 4.9275 1.7542 3.5297

Output
Frontier orbital gap (eV): 8.405
E_LUMO (eV): 0.223
HOMO (eV): -8.18
Energy above the lowest of the compared OMol25 structures with the same formula, charge and spin (kJ/mol): 244.4
Charge: 0

=====

C37H71Cl3GeHfN5O4S | ωB97M-V/def2-TZVPD

Geometry (Å):
Hf -0.7661 0.5306 0.7537
C -4.5464 0.9088 1.5786
O -3.3322 1.5374 1.1639
C -3.5937 2.8900 0.7890
C -2.2983 3.5233 0.3335
O -1.5733 2.6570 -0.5449
C -1.9262 2.8290 -1.9287
C -3.1062 1.9988 -2.4261
O -3.1504 0.7341 -1.7991
C -4.3070 0.0413 -2.2587
H -5.0403 1.5074 2.3441
H -5.2178 0.7832 0.7247
H -4.2940 -0.0520 2.0075
H -4.3559 2.9059 0.0028
H -3.9710 3.4434 1.6523
H -2.5011 4.4787 -0.1525
H -1.6625 3.6958 1.1971
H -2.1564 3.8823 -2.0918
H -1.0342 2.5953 -2.5033
H -4.0522 2.5222 -2.2505
H -3.0084 1.8646 -3.5097
H -4.2907 -0.0539 -3.3486
H -4.3039 -0.9454 -1.8100
H -5.2161 0.5793 -1.9723
C 4.2989 -2.0496 0.2348
C 3.5781 -2.0213 -1.1104
C 4.5384 -1.5708 -2.2078
C 3.0072 -3.4082 -1.4317
N 2.5245 -0.9922 -1.0825
N 1.4689 -1.1708 -0.1625
H 5.1565 -2.7191 0.1769
H 3.6535 -2.4187 1.0361
H 4.6591 -1.0532 0.4966
H 5.4043 -2.2300 -2.2515
H 4.8828 -0.5554 -2.0052
H 4.0515 -1.5842 -3.1870
H 3.8162 -4.1273 -1.5648
H 2.4204 -3.3835 -2.3540
H 2.3724 -3.7715 -0.6187
H 2.1318 -0.8860 -2.0088
H 1.8679 -1.2241 0.7647
H 0.9673 -2.0447 -0.3255
C 1.4543 -1.5627 3.7523
C 0.2429 -1.8710 2.8737
C 0.5890 -3.1308 2.0639
C -0.9822 -2.1472 3.7385
O -0.0168 -0.7055 2.0433
H 1.7466 -2.4653 4.2887
H 1.2323 -0.7845 4.4739
H 2.2964 -1.2393 3.1341
H 0.5122 -3.9913 2.7273
H 1.6157 -3.0961 1.6951
H -0.0951 -3.2726 1.2347
H -0.8134 -3.0268 4.3576
H -1.8537 -2.3281 3.1074
H -1.1918 -1.3064 4.3975
C -1.0339 -1.0839 -3.8929
C -0.0681 -0.0365 -3.4133
C 0.8177 0.5816 -4.3139
C 1.7190 1.5631 -3.9001
C 2.6540 2.2123 -4.8824
C 1.7640 1.9242 -2.5624
C 0.8963 1.3311 -1.6157
C -0.0221 0.3568 -2.1032
N 0.8411 1.5809 -0.2888
C 1.7647 2.4939 0.4027
C 1.6004 3.9598 -0.0592
C 2.5282 4.8576 0.7646
C 3.9819 4.4038 0.5917
C 4.1321 2.9677 1.1050
C 3.7424 2.8997 2.5829
C 2.2882 3.3464 2.7322
C 2.1392 4.7886 2.2434
C 1.3842 2.4460 1.8864
C 3.2346 2.0307 0.2928
H -0.5290 -1.8000 -4.5417
H -1.8291 -0.6219 -4.4824
H -1.4871 -1.6151 -3.0573
H 0.7895 0.2860 -5.3562
H 2.4020 1.9393 -5.9045
H 3.6822 1.9027 -4.6867
H 2.6149 3.2980 -4.7951
H 2.4863 2.6679 -2.2701
H -0.6969 -0.0926 -1.3772
H 0.5590 4.2621 0.0915
H 1.8190 4.0785 -1.1196
H 2.4221 5.8837 0.4047
H 4.6420 5.0687 1.1518
H 4.2767 4.4623 -0.4611
H 5.1681 2.6429 0.9813
H 4.3870 3.5548 3.1719
H 3.8732 1.8824 2.9648
H 1.9755 3.2720 3.7749
H 2.7888 5.4426 2.8282
H 1.1112 5.1354 2.3853
H 0.3564 2.8287 1.9974
H 1.4416 1.4111 2.2526
H 3.2985 1.0112 0.6800
H 3.5662 2.0010 -0.7433
Cl -1.7988 3.6366 3.5661
Ge -1.4063 1.4253 3.3700
Cl -3.1355 0.6485 4.4756
Cl 0.1059 1.3524 4.9398
C -4.4978 -2.5375 1.4066
N -3.9653 -3.5195 0.4802
C -4.9562 -4.4475 -0.0580
C -2.6980 -3.4858 0.0321
S -1.8459 -2.0051 -0.2090
N -2.1206 -4.6426 -0.2992
C -0.9430 -4.7489 -1.1517
C -2.5603 -5.9160 0.2675
H -4.9479 -3.0543 2.2567
H -5.2681 -1.9248 0.9331
H -3.7000 -1.9023 1.7727
H -5.8251 -3.8689 -0.3759
H -5.2868 -5.1753 0.6846
H -4.5613 -4.9663 -0.9268
H -0.7575 -3.8098 -1.6617
H -1.1155 -5.5292 -1.8943
H -0.0669 -5.0262 -0.5625
H -3.1398 -5.7510 1.1711
H -1.6744 -6.4943 0.5269
H -3.1486 -6.5013 -0.4403

Output
Frontier orbital gap (spin up / spin down) (eV): 7.776 / 5.868
E_LUMO (spin up / spin down) (eV): -5.715 / -7.631
2S+1: 2
Expectation value of S²: 0.79
HOMO (spin up / spin down) (eV): -13.49 / -13.50
Energy above the lowest of the compared OMol25 structures with the same formula, charge and spin (kJ/mol): 191.9
Charge: +2

=====

C9H14 | ωB97M-V/def2-TZVPD

Geometry (Å):
C 2.2949 0.7192 0.2076
C 2.0226 1.9270 -0.7225
H 3.0165 0.9844 0.9863
H 1.3498 0.3664 0.6042
H 2.7367 -0.1712 -0.2396
H 2.6575 1.8386 -1.6061
H 2.1586 2.8548 -0.1888
H 1.0217 1.8068 -1.1386
C -0.2106 -0.8199 -1.8743
C -0.9189 -0.7461 -0.5564
C -0.4253 -1.5196 0.5413
C -1.9859 0.0951 -0.3123
C -0.9346 -1.3853 1.8575
C -2.5389 0.2134 0.9929
C -1.9473 -0.4849 2.0925
H 0.0121 -1.8671 -2.1327
H 0.7768 -0.3572 -1.8673
H 0.3797 -2.2159 0.3187
H -2.3365 0.7262 -1.1333
H -0.4650 -1.9975 2.6226
H -3.4430 0.7730 1.1151
H -2.3039 -0.2407 3.0775
H -0.9170 -0.4996 -2.6441

Output
Frontier orbital gap (spin up / spin down) (eV): 2.961 / 7.162
E_LUMO (spin up / spin down) (eV): 3.926 / 3.850
2S+1: 2
Expectation value of S²: 0.76
HOMO (spin up / spin down) (eV): 0.96 / -3.31
Energy above the lowest of the compared OMol25 structures with the same formula, charge and spin (kJ/mol): 32.3
Charge: -1

=====

C6H19N3 | ωB97M-V/def2-TZVPD

Geometry (Å):
C 1.2527 -0.8438 -0.2009
C 1.1986 1.0501 1.3873
C 0.0601 -0.9687 2.0599
C 1.1757 0.0059 -1.4508
C 0.6855 -2.2392 -0.4516
N 0.4364 -0.1221 0.9195
H 2.2618 -0.9504 0.2305
H 1.4432 1.6713 0.5300
H -0.6547 -1.7241 1.7446
H 2.1226 0.7400 1.8857
H 0.5892 1.6248 2.0851
H 0.9357 -1.4656 2.4900
H -0.4023 -0.3500 2.8294
H 1.3179 -0.6120 -2.3375
H -0.1435 0.5986 -1.3100
H 1.9387 0.7855 -1.4669
H 1.2679 -2.7046 -1.2458
H 0.7427 -2.8945 0.4172
H -0.3508 -2.1788 -0.7885
C -1.6755 2.2860 -0.7354
N -1.3080 0.8803 -0.7230
N -2.3526 0.0860 -1.3123
H -0.5787 0.3632 0.3127
H -1.9338 -0.4928 -2.0389
H -2.7500 -0.5365 -0.6119
H -2.5489 2.4975 -0.1079
H -0.8284 2.8658 -0.3594
H -1.9013 2.6279 -1.7511

Output
Frontier orbital gap (eV): 7.579
E_LUMO (eV): 0.754
HOMO (eV): -6.82
Energy above the lowest of the compared OMol25 structures with the same formula, charge and spin (kJ/mol): 382.6
Charge: 0

=====

C47H51Cl2EuF4I2N6O6P2Si | ωB97M-V/def2-TZVPD

Geometry (Å):
Eu -0.1097 -0.6198 -0.4919
O 1.2597 2.9623 0.8700
Cl 1.4080 1.8595 0.0234
O 2.2772 2.0956 -1.0347
O 0.0916 1.5176 -0.4973
O 1.8542 0.7216 0.7947
C -2.0903 -1.4251 -4.1586
P -1.6728 -0.1343 -2.9166
C -3.3191 0.6755 -2.7938
N -3.9804 0.7900 -3.9148
C -5.0701 1.5783 -3.9494
C -5.8084 1.7131 -5.1400
C -6.8834 2.5577 -5.1671
C -7.2542 3.2912 -4.0250
C -6.5466 3.1908 -2.8582
C -5.4409 2.3196 -2.7908
N -4.7750 2.1368 -1.6334
C -3.7708 1.2997 -1.6007
P -3.0463 0.8273 0.0333
C -3.0275 2.4974 0.8136
C -4.6510 0.0784 0.7880
C -5.0924 -1.1074 -0.0960
C -5.7879 1.0922 0.9003
C -4.3195 -0.4062 2.2021
C -0.8632 1.2191 -3.9828
C -1.0936 2.5818 -3.3222
C 0.6287 0.8999 -3.9903
C -1.3754 1.2325 -5.4205
H -1.2141 -1.7322 -4.7251
H -2.8423 -1.0321 -4.8381
H -2.4907 -2.2971 -3.6431
H -5.4969 1.1438 -6.0024
H -7.4556 2.6662 -6.0750
H -8.1128 3.9449 -4.0709
H -6.8327 3.7341 -1.9708
H -3.8518 3.0932 0.4240
H -2.0830 2.9809 0.5620
H -3.0912 2.4111 1.8991
H -4.6129 -1.1106 -1.0762
H -6.1647 -1.0669 -0.2715
H -4.8917 -2.0643 0.3824
H -6.0526 1.5152 -0.0657
H -5.5241 1.8930 1.5841
H -6.6659 0.5937 1.3072
H -3.3515 -0.8972 2.2708
H -5.0774 -1.1096 2.5369
H -4.3225 0.4221 2.9030
H -0.8768 2.5467 -2.2542
H -2.1179 2.9288 -3.4523
H -0.4320 3.3208 -3.7700
H 1.0757 1.0295 -3.0014
H 1.1529 1.5637 -4.6754
H 0.7920 -0.1219 -4.3335
H -2.4612 1.2759 -5.4589
H -1.0323 0.3614 -5.9733
H -0.9808 2.1136 -5.9222
O -2.0908 -1.9387 0.5621
H -1.8020 -2.4137 1.3748
H -2.9824 -2.2626 0.3712
I 0.0697 0.5919 2.3052
I -1.6986 0.8407 4.4079
Cl 1.7674 -3.7457 -2.0041
C 0.4591 -2.6519 -2.2839
H -0.4606 -3.1476 -1.9691
H 0.4572 -2.3847 -3.3395
F 3.3967 0.0799 -4.0144
C 3.3800 -1.1868 -4.4686
C 2.8090 -1.4721 -5.6745
F 2.2552 -0.4749 -6.3871
C 2.7558 -2.8068 -6.1764
C 3.6144 -3.7305 -5.5135
C 4.2091 -3.4321 -4.3135
F 4.9160 -4.3708 -3.6756
C 3.9756 -2.1932 -3.6693
C 4.0662 -2.0246 -2.2583
C 3.0993 -1.2155 -1.7076
N 2.1019 -0.6926 -1.4084
C 4.9084 -2.7792 -1.4320
N 5.6121 -3.3762 -0.7501
F 3.7527 -4.9641 -6.0184
C 1.8449 -3.1738 -7.1772
C 1.7579 -4.4490 -7.7549
N 1.6123 -5.4644 -8.2736
C 0.7947 -2.3169 -7.5380
N -0.1237 -1.6573 -7.7531
C 2.0230 -5.1699 3.3599
C 2.1521 -3.9287 2.4850
C 3.3511 -4.0362 1.5476
C 2.3593 -2.6926 3.3588
Si 0.5324 -3.6643 1.4729
O 0.5242 -2.2045 0.8503
C 0.1579 -5.0333 0.1939
C 0.9807 -6.1243 -0.0564
C 0.6628 -7.0707 -1.0143
C -0.5132 -6.9582 -1.7337
C -1.3669 -5.8986 -1.4808
C -1.0289 -4.9493 -0.5326
C -0.9846 -3.8443 2.6479
C -1.3152 -2.8431 3.5604
C -2.4383 -2.9275 4.3667
C -3.2746 -4.0256 4.2595
C -2.9576 -5.0458 3.3769
C -1.8219 -4.9583 2.5928
H 2.9488 -5.3423 3.9093
H 1.8094 -6.0555 2.7643
H 1.2139 -5.0494 4.0795
H 4.2800 -4.0689 2.1170
H 3.3913 -3.1662 0.8947
H 3.3209 -4.9212 0.9180
H 3.2824 -2.7816 3.9325
H 1.5389 -2.5531 4.0593
H 2.4366 -1.8085 2.7266
H 1.9031 -6.2443 0.4902
H 1.3443 -7.8863 -1.2078
H -0.7672 -7.6866 -2.4883
H -2.2916 -5.8053 -2.0341
H -1.7105 -4.1276 -0.3457
H -0.6603 -1.9894 3.6590
H -2.6515 -2.1365 5.0688
H -4.1597 -4.0952 4.8725
H -3.5911 -5.9176 3.3019
H -1.5705 -5.7735 1.9323

Output
Frontier orbital gap (spin up / spin down) (eV): 3.145 / 4.921
E_LUMO (spin up / spin down) (eV): 0.373 / -0.932
2S+1: 8
Expectation value of S²: 15.88
HOMO (spin up / spin down) (eV): -2.77 / -5.85
Charge: -1

=====

C4H7NO2 | ωB97M-V/def2-TZVPD

Geometry (Å):
C 1.1336 1.7984 0.2423
C 0.8618 0.3563 0.0902
C -0.1904 -0.4549 -0.1322
C -0.3282 -1.8320 -0.1736
N -1.6454 0.1225 -0.2161
O -2.5861 -0.5454 0.1360
O -1.7612 1.2563 -0.5926
H 1.6801 1.9094 1.1781
H 0.2902 2.4171 0.0681
H 1.9198 1.9528 -0.5020
H 1.7564 -0.1615 0.3757
H 0.6051 -2.3324 -0.0749
H -0.9567 -2.0965 0.6449
H -0.7791 -2.3901 -1.0441

Output
Frontier orbital gap (eV): 10.151
SMILES string: C/C=C(/C)[N+](=O)[O-]
E_LUMO (eV): 0.301
HOMO (eV): -9.85
Energy above the lowest of the compared OMol25 structures with the same formula, charge and spin (kJ/mol): 459.7
Charge: 0

=====

C3H7FN | ωB97M-V/def2-TZVPD

Geometry (Å):
C -0.1051 0.1300 0.0590
C 1.0948 0.3794 -0.4292
C -2.6168 0.5335 0.1647
N 2.1054 -0.5541 -0.0287
F -3.1063 -0.6618 0.0746
H -0.2941 -0.7818 0.5408
H -2.6592 1.0748 1.1756
H 1.4027 0.9997 -1.1729
H -2.6788 1.2002 -0.7374
H 2.9537 -0.1414 0.3386
H 2.1321 -1.1883 -0.8514
H 1.7715 -0.9902 0.8665

Output
Frontier orbital gap (spin up / spin down) (eV): 8.728 / 8.723
E_LUMO (spin up / spin down) (eV): -4.556 / -4.558
HOMO (spin up / spin down) (eV): -13.28 / -13.28
Energy above the lowest of the compared OMol25 structures with the same formula, charge and spin (kJ/mol): 368.7
Charge: +1

=====

C5H6FN2O2 | ωB97M-V/def2-TZVPD

Geometry (Å):
C 0.4979 0.1341 -1.9377
C 0.5009 0.8483 -0.5991
C 0.7798 -0.2539 0.5148
C -0.3583 0.0106 1.4479
F 0.1049 0.3733 2.7143
C -1.4938 -1.2216 1.3149
O -1.8539 -1.7066 2.3392
O -1.7203 -1.3704 0.1267
N -1.1966 1.2710 0.9072
N -0.6650 1.5944 -0.1655
H -0.3361 -0.6093 -2.0951
H 1.4092 -0.3844 -1.9883
H 0.4640 0.8818 -2.7468
H 1.2743 1.6892 -0.6283
H 0.8017 -1.1686 -0.0543
H 1.7913 -0.0882 0.8502

Output
Frontier orbital gap (eV): 7.902
SMILES string: C[C@@H]1C[C@](F)(C(=O)[O-])N=N1
E_LUMO (eV): 3.748
HOMO (eV): -4.15
Energy above the lowest of the compared OMol25 structures with the same formula, charge and spin (kJ/mol): 0.0
Charge: -1

=====

C12H19O7PPtS2Sb | ωB97M-V/def2-TZVPD

Geometry (Å):
Pt -0.1859 -0.6806 0.0972
C -2.3134 -0.2844 4.3109
C -2.7916 -0.8002 2.9708
O -2.8548 0.3179 2.0705
P -3.0359 0.1203 0.4835
S -2.4089 -1.6822 -0.1130
S -2.3555 1.7409 -0.4151
O -4.6713 0.0386 0.3412
C -5.5503 0.7717 1.1837
C -5.6107 2.2551 0.8643
H -2.2963 -1.1105 5.0269
H -2.9723 0.5030 4.6863
H -1.2985 0.1010 4.2172
H -3.7819 -1.2603 3.0490
H -2.0901 -1.5341 2.5812
H -5.2637 0.6301 2.2289
H -6.5281 0.3104 1.0345
H -4.6471 2.7232 1.0611
H -6.3818 2.7329 1.4774
H -5.8463 2.4073 -0.1906
O 4.6486 -0.2285 4.3349
C 3.6661 -0.3046 3.5417
C 3.6981 0.0600 2.0821
O 4.6545 0.4594 1.4417
C 2.3132 -0.1793 1.5020
C 1.4846 -0.6686 2.5349
O 0.2815 -0.9861 2.3841
C 2.3061 -0.7440 3.8470
O 1.8369 -1.1135 4.9216
O 1.9246 0.0083 0.2970
C -0.5817 -0.1926 -4.3035
Sb 0.4705 -0.2588 -2.4057
C 1.2372 1.7362 -2.5044
C 2.2617 -1.1983 -3.1429
H 0.0796 0.1862 -5.0874
H -1.4445 0.4673 -4.1992
H -0.9313 -1.1912 -4.5731
H 1.7182 1.9348 -3.4648
H 1.9584 1.8268 -1.6907
H 0.4194 2.4371 -2.3358
H 2.6166 -0.7066 -4.0524
H 2.0853 -2.2569 -3.3403
H 3.0096 -1.1028 -2.3534

Output
Frontier orbital gap (spin up / spin down) (eV): 4.393 / 6.540
E_LUMO (spin up / spin down) (eV): 4.663 / 4.598
2S+1: 4
Expectation value of S²: 3.77
HOMO (spin up / spin down) (eV): 0.27 / -1.94
Energy above the lowest of the compared OMol25 structures with the same formula, charge and spin (kJ/mol): 0.0
Charge: -2